# 1
Density functional theory data (ωB97M-V with the def2-TZVPD basis set) for the molecule C2H4N4O2 at a distorted geometry.

Output
E_HOMO: -8.7 eV
ΔE to the lowest compared entry with this formula, charge and spin: 5.875 eV
Orbital gap: 0.3381 hartree
LUMO level: 0.017 Ha

Positions of all 12 atoms, in Å:
O (-1.87, -0.11, 1.01)
O (-2.78, 1.52, -0.12)
N (2.33, 2.61, -0.58)
N (-0.95, 0.74, -0.93)
N (1.77, 1.74, -0.15)
N (-1.83, 0.85, -0.17)
C (1.10, 0.73, 0.29)
C (0.20, -0.16, -0.59)
H (0.82, 0.56, 1.28)
H (0.73, -0.47, -1.50)
H (-2.63, -0.05, 1.55)
H (-0.24, -1.04, -0.12)



# 2
Density functional theory data (ωB97M-V with the def2-TZVPD basis set) for a cluster of 2 separate species, C2H4N4OS in total at a distorted geometry.

Output
E_HOMO: -8.8 eV
SMILES: Nc1csnn1.N=O
ΔE to the lowest compared entry with this formula, charge and spin: 2.717 eV
Orbital gap: 0.3208 hartree
LUMO level: -0.004 Ha

Positions of all 12 atoms, in Å:
S (-3.02, -0.78, -0.36)
O (1.83, -1.98, -0.23)
N (-2.10, -1.61, 0.72)
N (-0.98, -1.08, 0.94)
N (0.97, -2.82, -0.37)
N (0.40, 0.78, 0.47)
C (-1.81, 0.41, -0.56)
C (-0.75, 0.07, 0.25)
H (1.14, 0.24, 0.89)
H (0.19, -2.71, 0.33)
H (0.69, 1.41, -0.25)
H (-1.93, 1.24, -1.22)



# 3
Density functional theory data (ωB97M-V with the def2-TZVPD basis set) for the molecule C2H4N4OS at a distorted geometry.

Output
E_HOMO: -7.8 eV
SMILES: Oc1n[nH]/c(=N/S)[nH]1
ΔE to the lowest compared entry with this formula, charge and spin: 1.600 eV
Orbital gap: 0.2971 hartree
LUMO level: 0.011 Ha

Positions of all 12 atoms, in Å:
S (-2.78, -0.67, -0.15)
O (2.40, -1.42, -0.04)
N (1.72, 0.79, -0.14)
N (0.47, 1.48, -0.28)
N (0.06, -0.70, -0.20)
N (-1.82, 0.74, 0.08)
C (-0.51, 0.54, -0.08)
C (1.40, -0.48, -0.20)
H (0.31, 2.46, 0.40)
H (-4.07, -0.28, 0.11)
H (3.19, -0.88, 0.55)
H (-0.36, -1.58, -0.04)



# 4
Density functional theory data (ωB97M-V with the def2-TZVPD basis set) for the molecule C2H4N4OS at a distorted geometry.

Output
E_HOMO: -8.2 eV
SMILES: Nn1c(O)n[nH]c1=S
ΔE to the lowest compared entry with this formula, charge and spin: 0.000 eV
Orbital gap: 0.3164 hartree
LUMO level: 0.016 Ha

Positions of all 12 atoms, in Å:
S (1.88, 0.84, 1.83)
O (-1.48, -0.70, -1.59)
N (-0.30, -1.50, 0.85)
N (-0.36, 1.31, -1.37)
N (0.60, 1.70, -0.47)
N (-0.01, -0.25, 0.19)
C (-0.62, 0.10, -1.00)
C (0.83, 0.78, 0.53)
H (0.57, -2.04, 0.96)
H (-1.45, -1.55, -1.09)
H (-0.63, -1.29, 1.79)
H (0.97, 2.60, -0.63)



# 5
Density functional theory data (ωB97M-V with the def2-TZVPD basis set) for the molecule C2H4N4S at a distorted geometry.

Output
E_HOMO: -8.0 eV
ΔE to the lowest compared entry with this formula, charge and spin: 3.675 eV
Orbital gap: 0.3112 hartree
LUMO level: 0.019 Ha

Positions of all 11 atoms, in Å:
S (-2.60, 0.59, -0.32)
N (0.17, 0.38, -0.07)
N (-1.05, -0.23, -0.11)
N (0.16, 1.73, -0.04)
N (-0.92, -1.50, -0.13)
C (1.11, -0.55, 0.02)
C (0.42, -1.76, -0.05)
H (0.67, -2.76, -0.09)
H (0.90, 2.24, 0.48)
H (-0.86, 2.05, -0.01)
H (2.01, -0.19, 0.30)



# 6
Density functional theory data (ωB97M-V with the def2-TZVPD basis set) for a structure of composition C2H4N4S at a distorted geometry.

Output
E_HOMO: -9.0 eV
ΔE to the lowest compared entry with this formula, charge and spin: 6.781 eV
Orbital gap: 0.3214 hartree
LUMO level: -0.011 Ha

Positions of all 11 atoms, in Å:
S (0.78, 1.05, -2.78)
N (-1.75, -0.55, 1.49)
N (-1.03, 0.35, -0.52)
N (0.47, -0.43, 0.97)
N (1.18, 0.13, -0.13)
C (-0.71, -0.19, 0.64)
C (0.25, 0.56, -1.08)
H (2.24, 1.13, -2.59)
H (2.04, -0.60, -0.62)
H (-2.36, 0.40, 2.26)
H (-1.11, -1.84, 2.35)



# 7
Density functional theory data (ωB97M-V with the def2-TZVPD basis set) for the molecule C2H4N4S at a distorted geometry.

Output
E_HOMO (alpha / beta): -6.5 / -9.1 eV
⟨S²⟩: 2.0133
Spin multiplicity: 3
ΔE to the lowest compared entry with this formula, charge and spin: 0.000 eV
Orbital gap (alpha / beta): 0.2745 / 0.2435 hartree
LUMO level (alpha / beta): 0.036 / -0.090 Ha

Positions of all 11 atoms, in Å:
S (-2.91, -0.74, -0.89)
N (-0.87, 0.47, 0.35)
N (1.36, 1.27, 0.77)
N (0.45, 0.25, 0.64)
N (0.94, -0.90, -0.09)
C (-0.13, -1.41, -0.62)
C (-1.28, -0.58, -0.50)
H (2.04, 0.93, 1.44)
H (-1.21, 1.38, 0.07)
H (1.83, 1.64, 0.00)
H (-0.22, -2.31, -1.18)



# 8
Density functional theory data (ωB97M-V with the def2-TZVPD basis set) for the molecule C2H4N4S2 at a distorted geometry.

Output
E_HOMO: -8.6 eV
SMILES: [H]/N=C1\NNC(=S)NS1
ΔE to the lowest compared entry with this formula, charge and spin: 1.874 eV
Orbital gap: 0.3249 hartree
LUMO level: 0.010 Ha

Positions of all 12 atoms, in Å:
S (-0.58, 0.19, -1.74)
S (-2.39, -0.89, 1.88)
N (1.94, 0.81, -1.75)
N (0.95, -0.08, 0.41)
N (-0.25, 0.33, 1.08)
N (-1.36, -0.77, -0.54)
C (1.02, 0.36, -0.99)
C (-1.32, -0.39, 0.76)
H (-0.14, 0.19, 2.09)
H (-2.38, -1.07, -0.99)
H (2.77, 1.13, -1.12)
H (1.75, 0.18, 0.92)



# 9
Density functional theory data (ωB97M-V with the def2-TZVPD basis set) for the molecule C2H4N6 at a distorted geometry.

Output
E_HOMO: -9.4 eV
SMILES: [H]/N=C\n1nn[nH]/c1=N/[H]
ΔE to the lowest compared entry with this formula, charge and spin: 0.924 eV
Orbital gap: 0.3747 hartree
LUMO level: 0.028 Ha

Positions of all 12 atoms, in Å:
N (1.89, 0.30, 0.12)
N (-0.02, -0.55, -0.05)
N (2.04, -1.00, 0.09)
N (0.96, -1.57, -0.03)
N (0.14, 1.89, -0.12)
N (-2.43, -0.31, 0.19)
C (0.57, 0.70, -0.02)
C (-1.36, -0.93, -0.11)
H (2.74, 0.82, 0.09)
H (-0.84, 1.96, -0.20)
H (-1.45, -1.91, -0.58)
H (-2.23, 0.61, 0.60)



# 10
Density functional theory data (ωB97M-V with the def2-TZVPD basis set) for the molecule C2H4N6 at a distorted geometry.

Output
E_HOMO: -9.8 eV
SMILES: [H]/N=c1/nn[nH]n1N=C
ΔE to the lowest compared entry with this formula, charge and spin: 3.182 eV
Orbital gap: 0.3512 hartree
LUMO level: -0.009 Ha

Positions of all 12 atoms, in Å:
N (-0.04, 0.61, 0.31)
N (-0.57, -1.26, 1.66)
N (1.21, -1.30, 0.23)
N (-1.39, 0.76, -0.11)
N (0.82, 0.57, -0.81)
N (1.72, -0.52, -0.65)
C (-1.61, 1.36, -1.23)
C (0.12, -0.68, 0.87)
H (-0.80, 1.77, -1.88)
H (-1.34, -0.61, 2.05)
H (1.41, 1.38, -0.86)
H (-2.61, 1.32, -1.59)



# 11
Density functional theory data (ωB97M-V with the def2-TZVPD basis set) for the molecule C2H4N6 at a distorted geometry.

Output
E_HOMO: -8.8 eV
SMILES: N/N=C\n1ncnn1
ΔE to the lowest compared entry with this formula, charge and spin: 2.337 eV
Orbital gap: 0.3212 hartree
LUMO level: -0.003 Ha

Positions of all 12 atoms, in Å:
N (1.42, -1.32, 0.11)
N (-1.45, 1.44, -0.69)
N (0.07, 0.31, 0.98)
N (1.15, 0.25, 1.70)
N (0.29, -0.52, -0.13)
N (-1.53, 0.31, -1.40)
C (-0.65, -0.65, -1.19)
C (1.84, -0.80, 1.21)
H (-0.47, -1.46, -1.84)
H (-1.01, 1.64, 0.24)
H (2.70, -1.22, 1.85)
H (-2.37, 2.01, -0.84)



# 12
Density functional theory data (ωB97M-V with the def2-TZVPD basis set) for the molecule C2H4N6 at a distorted geometry.

Output
E_HOMO: -8.5 eV
SMILES: N/N=c1/cn[nH]nn1
ΔE to the lowest compared entry with this formula, charge and spin: 4.808 eV
Orbital gap: 0.2855 hartree
LUMO level: -0.027 Ha

Positions of all 12 atoms, in Å:
N (-1.61, 0.63, -0.26)
N (2.02, 0.85, 0.31)
N (1.20, -1.37, 0.05)
N (2.23, -0.37, -0.18)
N (-2.60, -0.30, 0.33)
N (0.04, -1.06, -0.12)
C (-0.37, 0.28, -0.15)
C (0.70, 1.18, -0.05)
H (-3.27, -0.33, -0.45)
H (-1.95, -1.14, 0.41)
H (3.05, -0.70, 0.06)
H (0.55, 2.34, 0.04)



# 13
Density functional theory data (ωB97M-V with the def2-TZVPD basis set) for the molecule C2H4N6O at a distorted geometry.

Output
E_HOMO: -9.4 eV
SMILES: NNc1n[nH]nnc1=O
ΔE to the lowest compared entry with this formula, charge and spin: 4.115 eV
Orbital gap: 0.3149 hartree
LUMO level: -0.029 Ha

Positions of all 13 atoms, in Å:
O (-0.35, -0.71, 1.82)
N (0.24, 0.53, -1.42)
N (0.81, -1.49, -0.70)
N (-0.07, 1.92, -1.14)
N (1.29, -2.54, 0.44)
N (-1.14, 1.18, 0.80)
N (-1.01, 2.08, -0.21)
C (-0.47, -0.02, 0.85)
C (0.28, -0.25, -0.47)
H (1.06, -1.83, -1.69)
H (-0.25, 2.44, -1.96)
H (0.34, -2.97, 1.10)
H (1.87, -2.07, 1.32)



# 14
Density functional theory data (ωB97M-V with the def2-TZVPD basis set) for the ion C2H4NO with charge +1 at a distorted geometry.

Output
E_HOMO: -17.0 eV
SMILES: C#[N+]CO
ΔE to the lowest compared entry with this formula, charge and spin: 0.655 eV
Orbital gap: 0.4302 hartree
LUMO level: -0.195 Ha
Charge: +1

Positions of all 8 atoms, in Å:
O (1.61, 0.57, -0.04)
N (-0.79, 0.24, -0.07)
C (-1.94, 0.41, -0.14)
C (0.60, -0.25, 0.27)
H (2.19, 0.31, -0.81)
H (0.72, -1.32, -0.28)
H (-3.04, 0.37, -0.24)
H (0.64, -0.32, 1.32)



# 15
Density functional theory data (ωB97M-V with the def2-TZVPD basis set) for a structure of composition C2H4NO at a distorted geometry.

Output
E_HOMO: -16.4 eV
ΔE to the lowest compared entry with this formula, charge and spin: 3.942 eV
Orbital gap: 0.3772 hartree
LUMO level: -0.226 Ha
Charge: +1

Positions of all 8 atoms, in Å:
O (-0.15, -0.15, -0.36)
N (-0.04, 0.99, -0.86)
C (0.11, 1.95, -1.52)
C (0.05, -1.30, 1.12)
H (-0.32, 2.74, -2.10)
H (-0.44, -0.81, 1.94)
H (-0.35, -2.17, 0.62)
H (1.14, -1.25, 1.16)



# 16
Density functional theory data (ωB97M-V with the def2-TZVPD basis set) for a cluster of 2 separate species, C2H4NO2 in total at a distorted geometry.

Output
E_HOMO (alpha / beta): -10.2 / -10.2 eV
⟨S²⟩: 0.7735
Spin multiplicity: 2
ΔE to the lowest compared entry with this formula, charge and spin: 1.618 eV
Orbital gap (alpha / beta): 0.4070 / 0.2666 hartree
LUMO level (alpha / beta): 0.031 / -0.110 Ha

Positions of all 9 atoms, in Å:
O (0.72, 0.10, -1.33)
O (-2.46, -0.05, 1.42)
N (2.58, -0.05, -0.02)
C (-1.95, 0.05, 0.34)
C (1.26, -0.05, -0.23)
H (0.64, -0.08, 0.66)
H (-1.30, 0.88, 0.05)
H (3.08, 0.27, -0.85)
H (-2.15, -0.72, -0.43)



# 17
Density functional theory data (ωB97M-V with the def2-TZVPD basis set) for a cluster of 2 separate species, C2H4NO2 in total at a distorted geometry.

Output
E_HOMO: -15.6 eV
ΔE to the lowest compared entry with this formula, charge and spin: 4.929 eV
Orbital gap: 0.3238 hartree
LUMO level: -0.249 Ha
Charge: +1

Positions of all 9 atoms, in Å:
O (-1.87, -0.69, 1.91)
O (0.00, 0.51, -1.10)
N (-0.83, -0.26, 1.84)
C (0.30, -0.28, -1.93)
C (0.24, 0.26, 1.58)
H (0.18, 0.60, 0.40)
H (1.11, -0.99, -1.93)
H (0.02, -0.05, -2.94)
H (0.84, 0.89, 2.19)



# 18
Density functional theory data (ωB97M-V with the def2-TZVPD basis set) for the ion C2H4NO2 with charge +1 at a distorted geometry.

Output
E_HOMO: -17.9 eV
SMILES: O=[N+]1CCO1
ΔE to the lowest compared entry with this formula, charge and spin: 4.949 eV
Orbital gap: 0.4091 hartree
LUMO level: -0.250 Ha
Charge: +1

Positions of all 9 atoms, in Å:
O (-0.20, 0.80, -0.97)
O (2.05, 0.36, -1.21)
N (0.98, 0.22, -0.76)
C (-0.94, 0.27, 0.17)
C (0.25, -0.57, 0.58)
H (0.19, -1.72, 0.34)
H (0.82, -0.29, 1.46)
H (-1.78, -0.17, -0.24)
H (-1.36, 1.11, 0.64)



# 19
Density functional theory data (ωB97M-V with the def2-TZVPD basis set) for a cluster of 2 separate species, C2H4NO2 in total at a distorted geometry.

Output
E_HOMO: -16.0 eV
ΔE to the lowest compared entry with this formula, charge and spin: 3.648 eV
Orbital gap: 0.3609 hartree
LUMO level: -0.228 Ha
Charge: +1

Positions of all 9 atoms, in Å:
O (1.33, 2.67, -2.37)
O (-0.18, -0.64, 0.62)
N (0.85, -0.92, -0.20)
C (0.96, 1.89, -1.64)
C (-0.81, 0.43, 0.60)
H (1.21, -1.93, -0.20)
H (-1.66, 0.55, 1.25)
H (-0.53, 1.17, -0.13)
H (1.01, -0.28, -1.10)



# 20
Density functional theory data (ωB97M-V with the def2-TZVPD basis set) for a structure of composition C2H4NO2 at a distorted geometry.

Output
E_HOMO (alpha / beta): -18.0 / -17.7 eV
ΔE to the lowest compared entry with this formula, charge and spin: 6.637 eV
Orbital gap (alpha / beta): 0.3603 / 0.3519 hartree
LUMO level (alpha / beta): -0.301 / -0.300 Ha
Charge: +1

Positions of all 9 atoms, in Å:
O (-0.54, 1.22, -0.02)
O (-2.36, -0.47, 0.05)
N (-1.04, 0.04, 0.00)
C (0.09, -0.73, 0.08)
C (0.77, 0.65, 0.08)
H (1.49, 1.06, 0.81)
H (1.14, 0.88, -0.90)
H (0.23, -1.11, -0.98)
H (0.22, -1.53, 0.87)